1.
Density functional theory data (ωB97M-V/def2-TZVPD) for an isolated molecule of C3H5N3O in a non-equilibrium geometry.

The geometry in XYZ format:
```
12
Properties=species:S:1:pos:R:3:forces:R:3:lowdin_charge:R:1
C -0.816 0.200 -0.010 0.6 -0.2 1.3 -0.12
N 0.472 -0.059 -0.584 2.9 -4.3 -1.0 -0.14
C 1.376 -1.561 -0.160 -0.9 6.3 -0.3 0.09
N 2.543 -1.154 0.096 -1.6 -3.8 0.1 0.14
C 2.686 0.203 0.032 0.6 1.6 -0.8 -0.65
O 3.721 0.782 0.151 1.9 0.8 0.6 0.07
N 1.554 0.802 -0.339 -3.2 0.8 0.2 0.07
H -0.868 1.266 0.015 -0.7 0.9 -0.2 0.06
H -1.645 -0.227 -0.622 0.8 0.2 0.7 0.10
H -0.766 -0.083 1.065 -0.9 -0.1 -0.5 0.09
H 0.778 -2.434 -0.080 0.0 -0.8 -0.2 0.10
H 1.408 1.823 -0.450 0.5 -1.4 0.1 0.18
```
Positions in Å, forces in eV/Å.

For the total energy, the calculation gives -356.7251 a.u. As for the spin multiplicity: 1. The calculation puts the LUMO energy at 0.24 eV.



2.
Density functional theory data (ωB97M-V/def2-TZVPD) for an isolated molecule of C3H5N3O.

The geometry in XYZ format:
```
12
Properties=species:S:1:pos:R:3:forces:R:3:lowdin_charge:R:1
H 0.108 1.714 -0.758 0.2 0.0 0.1 0.10
N -0.322 0.861 -0.415 0.3 -0.3 0.1 0.18
C 0.445 -0.052 -0.011 -0.1 0.5 -0.2 -0.40
C 1.938 -0.045 0.074 0.1 0.0 0.0 -0.03
N -0.198 -1.295 0.450 -0.5 0.0 -0.1 0.07
N -1.429 -1.316 0.379 0.5 0.0 0.0 0.08
C -2.230 -0.156 0.013 -0.4 0.0 -0.2 -0.40
O -2.945 -0.092 -0.950 0.2 -0.2 0.4 0.03
H 2.361 0.323 -0.865 0.0 -0.1 0.1 0.08
H 2.325 -1.043 0.286 -0.1 0.1 0.0 0.08
H 2.261 0.630 0.874 -0.1 -0.1 -0.1 0.09
H -2.316 0.469 0.924 -0.2 0.1 -0.1 0.13
```
Positions in Å, forces in eV/Å.

For the total energy, the calculation gives -356.7392 a.u. As for the spin multiplicity: 1. The calculation puts the LUMO energy at -0.68 eV.



3.
Density functional theory data (ωB97M-V/def2-TZVPD) for an isolated molecule of C3H5N3O3S in a non-equilibrium geometry.

The geometry in XYZ format:
```
15
Properties=species:S:1:pos:R:3:forces:R:3:lowdin_charge:R:1
N 0.472 -0.408 -2.308 -2.3 -2.4 1.9 -0.04
S 0.883 -0.757 -0.730 2.0 0.2 0.7 0.61
O 2.321 -0.749 -0.506 -1.2 0.1 -0.7 -0.30
O 0.130 -1.902 -0.347 -0.6 -0.2 0.2 -0.27
C 0.314 0.735 0.104 -0.5 1.1 -1.3 -0.39
C 0.128 0.680 1.508 -1.6 -2.0 2.4 -0.07
C -0.962 0.053 1.982 0.5 1.2 -5.1 -0.06
O -2.002 -0.238 1.121 0.6 -0.7 1.0 -0.05
N -2.049 0.535 -0.041 1.0 0.8 -0.6 0.07
N -1.007 1.022 -0.472 -1.5 0.2 -0.5 0.04
H 1.316 -0.210 -2.727 2.1 0.4 -1.9 0.03
H 0.007 -1.316 -2.602 0.8 1.7 -0.2 0.12
H 0.991 1.553 -0.188 -0.2 -0.5 -0.3 0.14
H 0.676 1.114 2.276 1.7 0.7 0.7 0.10
H -1.217 -0.111 2.929 -0.9 -0.5 3.8 0.09
```
Positions in Å, forces in eV/Å.

For the total energy, the calculation gives -905.3503 a.u. As for the spin multiplicity: 1. The calculation puts the LUMO energy at 0.53 eV.



4.
Density functional theory data (ωB97M-V/def2-TZVPD) for an isolated molecule of C3H5N3OS in a non-equilibrium geometry.

The geometry in XYZ format:
```
13
Properties=species:S:1:pos:R:3:forces:R:3:lowdin_charge:R:1
N 0.535 1.302 2.723 0.6 0.1 -0.2 0.00
C 1.272 0.259 1.986 -0.6 0.4 -0.1 -0.19
C 0.681 -0.022 0.627 0.2 -2.1 0.2 -0.33
N 0.170 -1.161 0.209 0.9 1.1 2.1 0.07
N -0.249 -0.977 -1.053 -0.5 1.4 -1.4 0.02
C 0.004 0.270 -1.343 0.2 -1.2 -0.4 -0.75
S -0.379 1.035 -2.866 -0.4 -0.7 0.2 0.87
O 0.675 0.912 -0.353 -0.8 0.2 0.0 0.06
H 0.722 2.233 2.355 -0.3 -0.3 0.0 0.07
H -0.460 1.099 2.697 0.2 0.2 0.0 0.07
H 2.334 0.508 1.868 -0.3 0.2 0.2 0.12
H 1.207 -0.641 2.604 0.1 -0.1 -0.5 0.12
H 0.367 2.064 -2.576 0.6 1.0 0.0 -0.14
```
Positions in Å, forces in eV/Å.

For the total energy, the calculation gives -754.9760 a.u. As for the spin multiplicity: 1. The calculation puts the LUMO energy at 0.49 eV.



5.
Density functional theory data (ωB97M-V/def2-TZVPD) for a structure of composition C3H5N3S in a non-equilibrium geometry.

The geometry in XYZ format:
```
12
Properties=species:S:1:pos:R:3:forces:R:3:lowdin_charge:R:1
C -0.638 1.451 0.200 3.2 0.4 -1.4 -0.25
C 0.567 1.037 -0.224 -0.5 -0.2 -0.3 -0.32
C -2.171 -0.204 0.383 -4.4 -10.0 0.6 -0.34
N -1.813 0.913 0.366 -1.1 2.0 0.5 0.10
N -2.652 -1.346 0.440 -0.8 -1.0 0.1 0.10
N 2.246 -0.348 1.065 0.8 -1.2 3.3 -0.48
S 1.190 -0.597 -0.031 0.4 -0.5 -1.8 0.77
H -0.701 2.447 0.379 0.2 3.2 0.3 0.08
H 1.330 1.786 -0.331 0.3 0.1 0.1 0.07
H -3.252 -2.491 0.545 3.0 5.9 -0.5 0.28
H 2.111 -0.734 -1.130 -1.7 0.5 0.6 0.01
H 1.970 -0.911 1.925 0.4 0.9 -1.4 -0.01
```
Positions in Å, forces in eV/Å.

For the total energy, the calculation gives -679.5433 a.u. As for the spin multiplicity: 1. The calculation puts the LUMO energy at -0.12 eV.



6.
Density functional theory data (ωB97M-V/def2-TZVPD) for an isolated molecule of C3H5N3S in a non-equilibrium geometry.

The geometry in XYZ format:
```
12
Properties=species:S:1:pos:R:3:forces:R:3:lowdin_charge:R:1
H -1.063 -2.353 0.714 1.1 0.4 -1.5 0.07
N -0.759 -2.110 -0.280 -0.2 2.4 0.2 0.10
C -0.397 -0.853 -0.364 -1.1 -1.6 2.8 -0.50
C -0.343 0.025 -1.556 -1.1 1.6 -1.4 -0.39
S 0.551 1.611 -1.161 -0.4 -1.1 1.2 0.91
C 0.597 1.178 0.589 0.2 -0.5 0.4 -0.73
N 1.253 1.875 1.435 -0.8 -1.4 0.3 0.05
H 1.249 1.446 2.403 -0.2 0.6 -1.4 0.07
N -0.148 -0.058 0.797 2.2 -1.3 2.0 0.02
H 0.228 -0.450 -2.344 -0.4 -0.1 -0.4 0.07
H -1.407 0.392 -1.893 2.0 -1.3 0.5 0.12
H 0.239 -0.701 1.660 -1.4 2.4 -2.8 0.21
```
Positions in Å, forces in eV/Å.

For the total energy, the calculation gives -679.7376 a.u. As for the spin multiplicity: 1. The calculation puts the LUMO energy at 0.49 eV.